(1)
21
Properties=species:S:1:pos:R:3:forces:R:3 method="wB97M-V/def2-TZVPD" energy_ev=-24855.291 e_above_lowest_ev=7.0239 homo_lumo_gap_ev="7.14 / 7.14" spin_multiplicity=1
C 0.73277 -2.13645 -1.97392 0.7841 -1.4877 -0.4672
C 0.48562 -1.22775 -2.96497 0.2002 2.4252 2.1979
C 1.28055 -1.85496 -0.75441 0.4180 -0.9874 -0.0435
C 0.42718 0.11964 -2.59600 -0.4401 -1.5702 1.0122
C 1.33179 -0.56324 -0.38407 0.3066 1.2995 0.7244
C 0.73654 0.42939 -1.21156 0.0793 -0.5199 -0.4105
C -0.01531 1.31036 -0.43099 0.5912 1.4054 0.7811
C -2.29798 1.06796 2.57903 0.3819 0.3230 -0.1850
N -0.99033 0.95915 1.84535 1.1899 -2.0036 0.3741
O 0.64481 2.97388 1.60060 -2.0407 1.6606 -0.4794
O 1.79814 1.08941 1.94287 -0.3365 -2.8183 0.3221
S 0.54584 1.56652 1.40131 -0.9846 2.2282 -0.8904
H 0.56299 -3.14437 -2.24409 0.0039 -1.1431 -0.1164
H 0.18212 -1.57957 -3.88285 -0.6519 -0.4156 -2.0186
H 1.73178 -2.60358 -0.12686 -0.3509 -0.3925 0.1503
H -0.11956 0.70600 -3.30634 0.2255 1.1603 0.1450
H 1.71503 -0.29991 0.61880 -0.0994 -0.1010 -0.9525
H -3.03835 0.71121 1.81403 0.4777 0.1048 1.0443
H -2.25246 0.43991 3.51045 -0.2880 0.5798 -0.9684
H -2.59615 2.09218 2.84412 0.5161 -0.2789 -0.1416
H -0.86501 -0.05576 1.71950 0.0175 0.5314 -0.0777



(2)
8
Properties=species:S:1:pos:R:3:forces:R:3 method="wB97M-V/def2-TZVPD" energy_ev=-14671.013 e_above_lowest_ev=5.7173 homo_lumo_gap_ev=7.71 spin_multiplicity=1
C 0.43525 0.13085 -0.12934 0.7054 -1.2679 3.2731
C 1.64942 0.93248 -0.00348 0.4683 0.3740 0.4421
N 0.50539 -2.26957 -0.07908 -0.3461 -3.8492 1.1932
N 0.53438 -3.41005 0.26411 0.0634 6.3921 -1.7801
N 0.31856 -1.17264 -0.63986 0.4139 -4.0267 -1.5569
I 3.42039 -0.08772 0.02983 -0.1197 -0.2065 -0.1438
H 0.18117 -0.09900 0.99580 0.0967 1.8304 -1.2624
H -0.25319 0.72284 -0.66410 -1.2819 0.7538 -0.1651



(3)
97
Properties=species:S:1:pos:R:3:forces:R:3 method="wB97M-V/def2-TZVPD" total_charge=+2 energy_ev=-127251.534 e_above_lowest_ev=1.3130 homo_lumo_gap_ev="9.04 / 8.45" spin_multiplicity=11
Mn 0.86826 -2.24560 -1.16000 -1.4521 -1.1137 -0.2607
Mn 2.54454 2.61597 0.15333 0.4981 0.4859 -0.4698
S 1.74066 0.16869 -0.63052 0.4704 1.3170 1.0301
O 2.69259 0.60659 0.41279 0.6228 -1.4616 0.9074
O 1.45052 1.44061 -1.27822 -1.1141 -0.0144 -1.5606
O 2.32763 -0.89731 -1.48143 1.0892 0.3906 -1.0481
O 0.53757 -0.50715 -0.12884 -0.5578 0.9591 1.1238
C 4.82577 2.84523 -2.16300 -0.5880 0.1440 0.1445
O 3.51623 3.25735 -1.70044 0.2011 -0.0245 0.4990
C 2.99121 4.45986 -2.24012 -0.5143 0.2196 -0.3089
C 1.55924 4.65232 -1.73940 1.0629 0.5308 -0.0320
N 1.50462 4.45202 -0.26907 -0.6417 -0.5327 -0.9955
C 0.12054 4.11028 0.16078 -0.1251 0.8170 1.1385
C 0.14847 3.69781 1.63529 0.2932 1.6863 -0.8178
O 1.18275 2.72164 1.75336 -0.7241 0.1959 0.6982
C 1.34279 2.21027 3.08411 0.3731 -0.2241 0.0795
H 5.57921 3.56727 -1.84880 0.0063 0.0828 -0.2038
H 4.75781 2.72646 -3.24206 0.3281 -0.0861 -0.0055
H 5.01368 1.89611 -1.66466 0.0821 -0.0815 -0.2123
H 2.88612 4.41259 -3.32780 0.5089 -0.1451 -0.0396
H 3.61805 5.31569 -1.97527 0.1306 -0.0782 0.0386
H 0.89667 3.98742 -2.28688 -0.1440 -0.1573 0.3679
H 1.31804 5.69173 -1.97708 -0.3683 -0.1241 -0.1313
H 1.79872 5.33843 0.12904 -0.1307 -0.1446 0.4049
H -0.33298 3.30299 -0.40813 0.4192 0.0883 -0.3956
H -0.46276 5.03138 0.08026 -0.4496 -0.3002 -0.0881
H -0.85308 3.45128 1.98564 0.2226 -0.8815 -0.0374
H 0.41852 4.61180 2.18051 0.3117 -0.2584 0.3655
H 1.42078 3.02082 3.81293 -0.3363 0.0507 -0.1184
H 2.30769 1.70099 3.10941 -0.2369 -0.2558 -0.0590
H 0.51646 1.52813 3.29181 0.1186 0.0493 0.2223
C -0.49786 -0.46886 -3.62078 0.8039 0.1621 -0.2455
O -0.58505 -1.50905 -2.63854 -0.0973 -0.5031 -0.5707
C -1.94807 -1.91894 -2.46564 -0.5219 0.2507 1.1441
C -1.99892 -3.12524 -1.53055 1.7876 -0.0401 -0.1327
N -1.12098 -2.87348 -0.34887 0.2441 -0.4505 -0.8544
C -0.67859 -4.12956 0.30836 -0.8125 -0.1006 0.5034
C 0.44390 -3.84729 1.31274 -1.2588 0.4904 0.2754
O 1.48296 -3.12296 0.63601 0.0978 -1.0621 0.3077
C 2.50135 -2.68133 1.53258 0.9932 1.2227 -0.0291
H -1.00594 0.42623 -3.26427 -0.2311 -0.0687 -0.0957
H -0.86377 -0.81257 -4.58845 -0.3503 0.0108 0.1334
H 0.55181 -0.21526 -3.78019 0.0259 -0.0741 0.2741
H -2.42745 -2.12580 -3.42247 0.1243 -0.0665 -0.0489
H -2.46310 -1.08394 -1.97823 -0.1486 0.0702 -0.1783
H -1.47292 -3.93437 -2.04738 -0.6421 -0.3127 -0.1778
H -3.00607 -3.40310 -1.22806 -0.0817 -0.0642 -0.2844
H -1.70538 -2.32774 0.31482 0.4062 0.2020 0.2064
H -0.38460 -4.91940 -0.38867 0.1981 0.3991 -0.4165
H -1.58495 -4.53849 0.76871 0.4332 -0.3115 0.6256
H 0.80432 -4.73688 1.82909 0.2715 -0.1771 -0.4545
H 0.03827 -3.21080 2.10708 0.1065 0.1798 -0.0765
H 3.38708 -2.37281 0.97160 -0.0617 -0.5152 -0.3038
H 2.79471 -3.43748 2.25587 -0.2417 -0.1539 -0.0579
H 2.21927 -1.74079 2.01732 -0.5068 -0.3377 0.2870
C -6.59197 -0.50968 1.59623 -0.3660 0.7339 -0.3746
O -5.65224 -0.77100 0.56718 0.6092 -0.0109 0.0301
C -5.09001 -2.06492 0.61597 -0.5421 -0.5785 0.8135
C -4.14894 -2.25964 1.79607 0.8794 0.7577 0.0325
N -2.91083 -1.47229 1.58974 0.0028 -0.1496 -0.4832
C -2.05677 -1.38814 2.76989 -0.5979 0.7438 0.4516
C -2.56342 -0.36087 3.79557 -0.8129 -0.7065 0.3201
O -1.56383 -0.15697 4.75005 0.7493 -0.0469 0.2250
C -1.86873 0.85592 5.70349 -0.4080 -0.1241 -0.5946
H -7.49026 -1.11963 1.48104 0.1200 -0.2784 0.1507
H -6.90288 0.52460 1.44756 0.0181 -0.0233 0.0026
H -6.18487 -0.56709 2.60660 0.0501 -0.2653 -0.0123
H -4.58446 -2.25645 -0.32886 -0.0025 0.1707 -0.0737
H -5.89110 -2.80275 0.74090 -0.0651 -0.0730 -0.2390
H -3.82854 -3.29380 1.93966 -0.3879 -0.1303 -0.1025
H -4.63884 -1.90944 2.70854 -0.1649 -0.3575 0.0372
H -3.20232 -0.54277 1.31768 0.1263 0.2821 -0.1200
H -1.06010 -0.99817 2.54487 0.1364 -0.4942 -0.4213
H -2.03352 -2.39630 3.18683 0.4096 0.1072 0.2584
H -3.45995 -0.71652 4.32638 -0.0653 -0.0660 -0.1828
H -2.88351 0.54107 3.25348 0.3843 0.2299 0.0418
H -1.63071 1.81015 5.22536 -0.2507 0.2610 0.3640
H -1.30666 0.73522 6.62533 0.3233 -0.2192 -0.2223
H -2.92690 0.78606 5.97043 -0.0324 0.2836 -0.0182
C -2.35175 1.65941 -0.52547 0.6355 -0.4398 0.1308
O -1.44000 1.32480 0.52761 -0.0130 -0.0344 -0.0326
H -2.84155 2.60898 -0.32037 0.0720 0.0147 0.2011
H -1.77716 1.75621 -1.45055 -0.2784 0.0269 -0.2395
H -3.12050 0.89120 -0.62505 -0.1058 0.0151 -0.1570
H -0.80529 0.64626 0.20949 -0.5981 0.4150 0.2266
C 3.22804 -1.10622 -4.85859 0.1545 -0.7662 -0.3738
O 3.25514 0.04299 -4.03503 0.0517 0.0827 -0.0572
H 3.78295 -1.94068 -4.41622 -0.2965 -0.0747 0.2754
H 2.20099 -1.40349 -5.10211 0.0331 -0.1330 0.1329
H 3.73596 -0.99205 -5.81778 -0.0415 0.7785 0.1331
H 2.97910 -0.25550 -3.15709 0.1353 0.2096 -0.2300
C 5.78639 -1.68518 -2.13732 0.2805 0.2371 -0.3976
O 4.96284 -1.76746 -0.99110 -0.3931 -0.3050 0.3326
H 5.68501 -2.51337 -2.84796 -0.3850 -0.0434 0.1457
H 5.59528 -0.74435 -2.66305 0.1786 -0.0660 -0.1311
H 6.83170 -1.72178 -1.83043 -0.1185 0.1886 0.2263
H 4.04792 -1.52812 -1.20862 0.6822 -0.0353 -0.1353



(4)
18
Properties=species:S:1:pos:R:3:forces:R:3 method="wB97M-V/def2-TZVPD" energy_ev=-18243.835 e_above_lowest_ev=0.2901 homo_lumo_gap_ev="9.85 / 7.01" spin_multiplicity=2
C -0.04078 2.96284 -1.45169 0.6918 -0.2171 1.0345
C 0.98583 2.16672 -1.12970 -0.6555 0.4980 -0.0819
O 1.50766 2.14021 0.13792 -0.3970 0.2338 -0.2748
H -0.41568 2.97273 -2.45089 -0.1518 -0.0321 -0.3899
H -0.49418 3.62288 -0.70088 0.2270 -0.3270 -0.3805
H 1.44444 1.50103 -1.85816 0.0103 0.0703 0.1182
H 2.21364 1.50124 0.18970 0.2648 -0.2571 -0.0176
C -1.09097 -0.38392 0.67752 0.0673 -0.3224 0.7855
C 0.12239 -1.30977 0.42206 -0.5646 0.0501 0.6535
C -0.25412 -2.79638 0.61462 0.7738 0.3134 -0.6832
S -0.82021 -3.10972 2.29249 0.1991 -0.3025 -0.2175
H -1.84117 -0.41887 -0.12242 0.2709 -0.0251 0.0552
H -0.79339 0.66834 0.85509 -0.1461 -0.6108 -0.1771
H -1.58374 -0.77525 1.60614 0.2399 0.5911 -0.6284
H 0.53902 -1.12632 -0.56695 0.1311 -0.1172 -0.0915
H 0.88069 -1.12650 1.19066 0.0614 0.3085 -0.2440
H 0.67075 -3.42080 0.40269 -1.1294 0.3981 0.4058
H -1.03019 -3.06848 -0.10818 0.1071 -0.2520 0.1336



Please write out number 1 again, unchanged.
21
Properties=species:S:1:pos:R:3:forces:R:3 method="wB97M-V/def2-TZVPD" energy_ev=-24855.291 e_above_lowest_ev=7.0239 homo_lumo_gap_ev="7.14 / 7.14" spin_multiplicity=1
C 0.73277 -2.13645 -1.97392 0.7841 -1.4877 -0.4672
C 0.48562 -1.22775 -2.96497 0.2002 2.4252 2.1979
C 1.28055 -1.85496 -0.75441 0.4180 -0.9874 -0.0435
C 0.42718 0.11964 -2.59600 -0.4401 -1.5702 1.0122
C 1.33179 -0.56324 -0.38407 0.3066 1.2995 0.7244
C 0.73654 0.42939 -1.21156 0.0793 -0.5199 -0.4105
C -0.01531 1.31036 -0.43099 0.5912 1.4054 0.7811
C -2.29798 1.06796 2.57903 0.3819 0.3230 -0.1850
N -0.99033 0.95915 1.84535 1.1899 -2.0036 0.3741
O 0.64481 2.97388 1.60060 -2.0407 1.6606 -0.4794
O 1.79814 1.08941 1.94287 -0.3365 -2.8183 0.3221
S 0.54584 1.56652 1.40131 -0.9846 2.2282 -0.8904
H 0.56299 -3.14437 -2.24409 0.0039 -1.1431 -0.1164
H 0.18212 -1.57957 -3.88285 -0.6519 -0.4156 -2.0186
H 1.73178 -2.60358 -0.12686 -0.3509 -0.3925 0.1503
H -0.11956 0.70600 -3.30634 0.2255 1.1603 0.1450
H 1.71503 -0.29991 0.61880 -0.0994 -0.1010 -0.9525
H -3.03835 0.71121 1.81403 0.4777 0.1048 1.0443
H -2.25246 0.43991 3.51045 -0.2880 0.5798 -0.9684
H -2.59615 2.09218 2.84412 0.5161 -0.2789 -0.1416
H -0.86501 -0.05576 1.71950 0.0175 0.5314 -0.0777



What did the fourth record say?
18
Properties=species:S:1:pos:R:3:forces:R:3 method="wB97M-V/def2-TZVPD" energy_ev=-18243.835 e_above_lowest_ev=0.2901 homo_lumo_gap_ev="9.85 / 7.01" spin_multiplicity=2
C -0.04078 2.96284 -1.45169 0.6918 -0.2171 1.0345
C 0.98583 2.16672 -1.12970 -0.6555 0.4980 -0.0819
O 1.50766 2.14021 0.13792 -0.3970 0.2338 -0.2748
H -0.41568 2.97273 -2.45089 -0.1518 -0.0321 -0.3899
H -0.49418 3.62288 -0.70088 0.2270 -0.3270 -0.3805
H 1.44444 1.50103 -1.85816 0.0103 0.0703 0.1182
H 2.21364 1.50124 0.18970 0.2648 -0.2571 -0.0176
C -1.09097 -0.38392 0.67752 0.0673 -0.3224 0.7855
C 0.12239 -1.30977 0.42206 -0.5646 0.0501 0.6535
C -0.25412 -2.79638 0.61462 0.7738 0.3134 -0.6832
S -0.82021 -3.10972 2.29249 0.1991 -0.3025 -0.2175
H -1.84117 -0.41887 -0.12242 0.2709 -0.0251 0.0552
H -0.79339 0.66834 0.85509 -0.1461 -0.6108 -0.1771
H -1.58374 -0.77525 1.60614 0.2399 0.5911 -0.6284
H 0.53902 -1.12632 -0.56695 0.1311 -0.1172 -0.0915
H 0.88069 -1.12650 1.19066 0.0614 0.3085 -0.2440
H 0.67075 -3.42080 0.40269 -1.1294 0.3981 0.4058
H -1.03019 -3.06848 -0.10818 0.1071 -0.2520 0.1336